Record 1
ORCA calculation (ωB97M-V/def2-TZVPD) on an isolated molecule of C6H12N2O2S at a distorted geometry.

Properties
HOMO energy   -9.131 eV
DFT total energy   -893.9183 hartree
E_LUMO   0.751 eV

Element x y z (Å)
C -0.876 0.430 0.238
C -2.058 1.037 0.401
C -0.655 -0.969 -0.121
C -0.975 -1.181 -1.606
C 0.766 2.452 0.015
C 0.922 -1.794 1.484
N 0.470 1.117 0.324
N 0.729 -1.339 0.076
O 2.805 0.022 0.466
O 1.757 0.337 -1.668
S 1.582 0.046 -0.254
H -2.327 2.123 0.591
H -2.982 0.410 0.232
H -1.325 -1.499 0.523
H -0.367 -0.692 -2.371
H -1.999 -0.865 -1.690
H -0.683 -2.282 -1.847
H 1.564 2.811 0.675
H 0.993 2.472 -1.013
H -0.123 3.045 0.102
H 0.149 -2.485 1.661
H 1.885 -2.240 1.637
H 0.749 -0.954 2.145

Record 2
ORCA calculation (ωB97M-V/def2-TZVPD) on a structure of composition C38H52N3OP2Sn at a distorted geometry.

Properties
HOMO energy (alpha / beta)   -16.284 / -15.303 eV
Net charge   +3
DFT total energy   -2614.6784 hartree
E_LUMO (alpha / beta)   -9.963 / -9.992 eV

Element x y z (Å)
C -2.796 1.521 -0.091
C -1.110 2.488 -1.431
C -3.742 2.427 -0.601
C -2.033 3.480 -1.869
C -3.318 3.406 -1.467
H -4.783 2.315 -0.260
H -1.628 4.248 -2.535
H -4.056 4.123 -1.881
N -1.533 1.498 -0.557
P -1.707 -0.015 2.009
P 1.122 0.940 -2.204
C -3.156 0.530 1.010
H -3.914 0.973 1.682
H -3.649 -0.369 0.588
C 0.158 2.385 -2.133
H 0.675 3.442 -2.307
C 3.024 1.229 -2.242
C 0.429 0.525 -3.915
C -1.573 1.312 3.361
C -2.115 -1.759 2.625
C 3.645 0.712 -0.937
H 3.442 -0.355 -0.764
H 4.737 0.847 -1.012
H 3.309 1.267 -0.058
C 3.664 0.449 -3.397
H 3.485 -0.632 -3.318
H 3.342 0.804 -4.385
H 4.753 0.605 -3.336
C 3.317 2.717 -2.385
H 4.414 2.832 -2.443
H 2.909 3.147 -3.310
H 2.953 3.299 -1.525
C 0.892 -0.881 -4.316
H 0.810 -1.595 -3.482
H 0.236 -1.236 -5.129
H 1.921 -0.885 -4.698
C -1.109 0.523 -3.840
H -1.481 -0.163 -3.067
H -1.518 1.524 -3.658
H -1.487 0.184 -4.815
C 0.896 1.612 -4.910
H 1.209 2.556 -4.442
H 1.717 1.250 -5.545
H 0.057 1.863 -5.578
C -0.983 -2.254 3.542
H -1.164 -3.316 3.773
H 0.003 -2.178 3.058
H -0.955 -1.715 4.499
C -2.193 -2.701 1.410
H -2.951 -2.388 0.678
H -1.221 -2.800 0.904
H -2.478 -3.702 1.776
C -3.460 -1.776 3.363
H -3.767 -2.827 3.488
H -3.395 -1.343 4.369
H -4.258 -1.264 2.805
C -1.460 2.692 2.708
H -1.418 3.453 3.512
H -0.536 2.788 2.125
H -2.315 2.933 2.057
C -0.300 1.051 4.185
H 0.599 1.027 3.552
H -0.185 1.875 4.907
H -0.352 0.115 4.759
C -2.807 1.306 4.272
H -3.747 1.420 3.715
H -2.867 0.411 4.906
H -2.725 2.172 4.949
Sn 0.121 -0.023 0.090
C -0.760 -1.932 -1.675
O -1.378 -2.803 -2.092
N 1.198 1.697 0.973
C 1.359 2.888 0.562
C 1.535 4.272 0.429
C 2.359 4.432 1.531
C 1.060 5.298 -0.384
C 2.761 5.688 1.840
H 2.633 3.530 2.067
C 1.489 6.587 -0.034
H 0.388 5.152 -1.230
C 2.351 6.763 1.080
H 3.414 5.804 2.701
H 1.161 7.432 -0.608
H 2.680 7.778 1.342
N 1.858 -1.702 0.924
C 1.915 -2.899 0.935
C 1.946 -4.304 0.905
C 2.930 -5.005 1.594
C 2.965 -6.391 1.579
C 1.963 -7.102 0.840
C 0.994 -6.386 0.149
C 0.965 -5.015 0.155
H 3.695 -4.439 2.162
H 3.724 -6.938 2.111
H 1.983 -8.178 0.833
H 0.218 -6.941 -0.425
H 0.214 -4.446 -0.409

Record 3
ORCA calculation (ωB97M-V/def2-TZVPD) on a cluster of 5 separate species, C4H19N2O6 in total at a distorted geometry.

Properties
HOMO energy   -4.297 eV
Net charge   -1
DFT total energy   -724.6556 hartree
E_LUMO   3.393 eV

Element x y z (Å)
C 1.633 -0.003 0.279
N 1.823 0.739 -0.898
C 0.843 0.498 -1.956
O 1.348 -0.581 -2.654
C 1.073 0.862 1.379
N -0.269 1.185 1.783
C -1.283 0.306 1.162
O -0.698 -0.836 0.804
H 1.030 -0.946 0.016
H 2.594 -0.490 0.722
H 1.910 1.791 -0.842
H -0.228 0.213 -1.597
H 0.779 1.375 -2.747
H 1.522 -1.348 -2.167
H 1.686 1.847 1.309
H 1.461 0.334 2.405
H -0.510 1.526 2.767
H -1.638 0.729 0.273
H -2.195 0.143 1.812
H 0.138 -0.545 3.586
H -0.773 -1.172 2.521
O -0.515 -1.119 3.399
H -1.060 2.610 -1.734
H -0.626 2.705 -0.151
O -1.017 3.154 -1.025
H -0.266 -2.703 -1.656
H 0.149 -1.872 -2.963
O 0.172 -2.769 -2.603
H -1.781 -1.352 -0.152
H -2.769 -2.541 -0.324
O -2.532 -1.739 -0.748

Record 4
ORCA calculation (ωB97M-V/def2-TZVPD) on an isolated molecule of C12H25N5O3 at a distorted geometry.

Properties
HOMO energy   -8.519 eV
DFT total energy   -971.7267 hartree
E_LUMO   0.680 eV

Element x y z (Å)
C 2.927 -0.394 -0.761
C 1.900 0.723 -0.321
C 2.250 -1.479 -1.635
C 1.538 -0.934 -2.832
C 0.001 -0.738 -2.602
C -1.445 1.214 -1.716
C 0.199 1.224 1.361
C 0.669 1.345 2.779
C -1.265 0.767 1.171
C -1.823 -0.363 2.004
C -0.923 -1.580 2.046
C -3.277 -0.777 1.537
H 2.852 -1.328 1.034
H 4.222 -0.480 0.814
H 3.682 0.115 -1.357
H 3.148 -2.078 -1.881
H 1.590 -2.038 -0.975
H 1.742 -1.669 -3.643
H 2.065 -0.017 -3.135
H -0.325 -1.208 -3.531
H -0.259 -1.298 -1.666
H 0.366 1.310 -2.319
H -0.331 2.813 -1.490
H -3.393 1.186 -1.456
H -2.868 -0.205 -2.174
H 1.278 -0.544 1.105
H 0.208 2.212 0.762
H -1.946 1.589 1.437
H -1.427 0.522 0.154
H -1.955 -0.005 3.023
H 0.072 -1.444 2.404
H -0.892 -2.085 1.070
H -1.345 -2.224 2.787
H -3.143 -1.379 0.523
H -3.822 -1.519 2.199
H -3.890 0.079 1.297
H -0.218 2.989 2.548
N 3.568 -1.132 0.299
N -0.405 0.676 -2.474
N -1.204 2.329 -1.166
N -2.618 0.502 -1.531
N 1.057 0.329 0.610
O 1.724 1.800 -0.956
O 1.348 0.578 3.436
O 0.369 2.616 3.223